Entry 1:
Here is the ion C4H8N3S with charge +1 from OMol25. Energies are from wB97M-V/def2-TZVPD.

CARTESIAN COORDINATES (ANGSTROEM)
C -0.452 0.433 -0.736
C 2.702 -0.260 0.265
C 1.679 -1.062 -0.591
C -2.598 0.655 0.454
N 1.941 2.044 -0.008
N 2.425 1.066 0.208
N -1.569 1.023 -0.495
S -0.007 -0.984 0.106
H 2.664 -0.578 1.316
H 3.719 -0.434 -0.103
H 1.637 -0.662 -1.601
H 1.998 -2.103 -0.603
H -2.162 0.511 1.444
H -3.075 -0.280 0.159
H -3.341 1.444 0.502
H -1.754 1.854 -1.044

- total charge = +1
- HOMO level (Ha) = -0.4464
- frontier orbital gap (eV) = 6.7
- relative energy (zero: lowest compared OMol25 entry of this formula, charge and spin) (kcal/mol) = 91.14

Here are the Löwdin charges for atoms 1 to 4, given in e: number 1, C, carries -0.478; number 2, C, carries -0.183; number 3, C, carries -0.425; number 4, C, carries -0.080

=====

Entry 2:
Here is a structure of composition C32H27ClF3N3O11RuS2 from OMol25. Energies are from wB97M-V/def2-TZVPD.

CARTESIAN COORDINATES (ANGSTROEM)
Ru 0.946 1.057 1.197
F 5.517 2.236 3.966
C 4.909 1.248 4.643
F 5.396 0.083 4.196
F 5.285 1.363 5.928
C 3.409 1.329 4.510
C 2.611 1.549 5.611
C 1.232 1.633 5.444
C 0.694 1.488 4.180
N 1.460 1.277 3.120
C 2.806 1.193 3.241
S 3.661 0.920 1.786
H 3.059 1.646 6.590
H 0.585 1.799 6.292
H -0.371 1.518 3.994
O 1.084 0.998 -0.835
C 1.245 1.955 -1.608
C 1.331 3.338 -1.294
C 1.426 4.242 -2.364
C 1.498 5.587 -2.135
C 1.482 6.092 -0.821
C 1.404 5.238 0.237
C 1.332 3.826 0.057
O 1.300 3.086 1.104
N 1.596 6.505 -3.257
O 1.589 7.697 -3.012
O 1.682 6.029 -4.375
H 1.324 1.701 -2.674
H 1.431 3.875 -3.382
H 1.538 7.162 -0.679
H 1.390 5.602 1.254
C 2.060 -2.591 -4.674
C 0.806 -1.873 -4.261
C 0.009 -1.212 -5.190
C -1.171 -0.602 -4.798
C -1.552 -0.643 -3.465
C -0.767 -1.282 -2.522
C 0.406 -1.895 -2.927
S -3.149 -0.006 -3.034
O -3.853 -0.994 -2.262
O -3.757 0.434 -4.255
N -2.932 1.343 -2.072
C -3.707 1.448 -0.828
C -3.241 0.688 0.430
C -1.811 1.000 0.856
O -1.284 0.351 1.807
O -1.178 1.914 0.271
H 2.299 -2.406 -5.720
H 1.937 -3.667 -4.537
H 2.902 -2.278 -4.055
H 0.302 -1.198 -6.233
H -1.824 -0.113 -5.509
H -1.079 -1.319 -1.484
H 1.015 -2.400 -2.192
H -1.967 1.625 -1.946
H -4.704 1.102 -1.095
H -3.747 2.507 -0.574
H -3.338 -0.387 0.289
H -3.887 0.974 1.263
C -0.619 -5.643 -0.451
C -1.632 -4.881 0.351
C -2.988 -5.097 0.195
C -3.912 -4.408 0.969
Cl -5.593 -4.714 0.771
C -3.488 -3.474 1.894
C -2.132 -3.233 2.059
C -1.202 -3.944 1.311
O 0.142 -3.845 1.482
C 0.625 -3.163 2.605
C 0.888 -1.618 2.546
O 1.005 -1.090 3.644
O 1.096 -1.065 1.398
H -1.102 -6.368 -1.103
H 0.079 -6.156 0.213
H -0.033 -4.960 -1.063
H -3.338 -5.818 -0.531
H -4.215 -2.936 2.486
H -1.813 -2.466 2.751
H 1.609 -3.589 2.807
H -0.015 -3.328 3.473

- HOMO level (alpha / beta) (Ha) = -0.2981 / -0.2981
- frontier orbital gap (alpha / beta) (eV) = 7.0 / 4.0
- 2S+1 = 5
- ⟨S²⟩ = 6.044

Here are the Löwdin charges for atoms 1 to 4, given in e: number 1, Ru, carries 1.528; number 2, F, carries 0.139; number 3, C, carries -0.610; number 4, F, carries 0.140

=====

Entry 3:
Here is a structure of composition C21H56O22S7V from OMol25. Energies are from wB97M-V/def2-TZVPD.

CARTESIAN COORDINATES (ANGSTROEM)
O 20.512 21.441 19.977
V 21.160 22.814 20.455
O 19.776 27.027 19.691
S 20.967 26.526 20.419
O 21.166 25.076 20.538
O 22.380 27.314 19.807
C 22.156 28.648 19.369
C 23.490 29.313 18.978
C 20.983 27.241 22.126
H 21.654 29.213 20.155
H 21.423 28.718 18.566
H 23.262 30.313 18.610
H 24.022 28.735 18.223
H 24.153 29.298 19.843
H 20.472 26.586 22.832
H 20.590 28.248 22.265
H 22.020 27.364 22.438
O 23.440 21.014 23.994
S 22.130 20.831 23.399
O 21.642 21.595 22.233
O 21.907 19.280 22.946
C 22.303 18.207 23.818
C 22.294 16.806 23.127
C 20.841 20.947 24.708
H 21.568 18.176 24.622
H 23.288 18.478 24.199
H 22.596 16.032 23.833
H 23.074 16.810 22.366
H 21.375 16.509 22.623
H 20.992 21.849 25.302
H 20.921 20.076 25.358
H 19.935 21.080 24.117
O 23.329 18.589 19.939
S 23.886 19.894 19.525
O 23.087 21.151 19.648
O 25.166 20.159 20.424
C 25.827 19.040 20.967
C 27.262 19.436 21.273
C 24.670 19.927 17.882
H 25.798 18.317 20.151
H 25.258 18.650 21.811
H 27.912 19.494 20.399
H 27.742 18.713 21.932
H 27.373 20.432 21.700
H 24.797 20.994 17.699
H 23.992 19.526 17.130
H 25.649 19.464 18.001
O 22.090 23.226 18.443
S 22.594 23.348 17.075
O 23.860 22.751 16.723
O 21.416 22.694 16.121
C 21.619 22.689 14.714
C 20.304 22.456 13.945
C 22.712 25.058 16.550
H 22.372 21.966 14.400
H 22.025 23.641 14.372
H 20.107 21.385 13.896
H 20.284 22.824 12.920
H 19.459 22.978 14.395
H 21.724 25.513 16.619
H 23.121 25.212 15.551
H 23.344 25.654 17.208
O 18.066 23.010 17.139
S 18.588 24.026 18.045
O 19.571 23.608 19.057
O 19.391 25.156 17.086
C 18.796 25.691 15.867
C 18.765 27.171 16.177
C 17.161 24.970 18.815
H 17.820 25.219 15.751
H 19.367 25.482 14.962
H 19.762 27.613 16.168
H 18.272 27.522 17.084
H 18.192 27.639 15.376
H 16.667 25.432 17.960
H 17.626 25.748 19.421
H 16.688 24.293 19.527
O 19.539 23.219 21.867
S 18.705 23.669 23.026
O 19.185 23.574 24.418
O 18.235 25.285 22.729
C 17.873 26.132 23.885
C 17.665 27.547 23.447
C 17.074 22.823 22.953
H 18.681 26.146 24.616
H 16.952 25.748 24.325
H 18.454 27.996 22.844
H 17.406 28.239 24.249
H 16.721 27.588 22.903
H 17.142 21.781 23.265
H 16.690 22.726 21.937
H 16.368 23.285 23.643
O 23.267 23.489 20.871
S 24.707 23.798 21.095
O 25.640 23.834 19.968
O 24.786 25.296 21.825
C 26.025 25.912 22.282
C 26.537 26.734 21.059
C 25.459 22.767 22.515
H 26.719 25.121 22.567
H 25.894 26.590 23.125
H 27.493 27.183 21.332
H 25.931 27.616 20.850
H 26.723 26.335 20.061
H 26.509 23.047 22.595
H 25.399 21.743 22.145
H 24.772 22.924 23.347

- total charge = +2
- HOMO level (alpha / beta) (Ha) = -0.5561 / -0.5561
- frontier orbital gap (alpha / beta) (eV) = 9.6 / 10.2
- 2S+1 = 2
- ⟨S²⟩ = 0.823
- relative energy (zero: lowest compared OMol25 entry of this formula, charge and spin) (kcal/mol) = 87.46

Here are the Löwdin charges for atoms 1 to 4, given in e: number 1, O, carries -0.167; number 2, V, carries 1.047; number 3, O, carries -0.287; number 4, S, carries 0.797

=====

Entry 4:
Here is a structure of composition C26H45ClF3MnP from OMol25. Energies are from wB97M-V/def2-TZVPD.

CARTESIAN COORDINATES (ANGSTROEM)
Mn 0.306 0.111 0.944
Cl -1.675 0.802 0.169
P 0.231 0.388 -2.149
C 0.394 1.322 2.229
H 1.304 1.370 2.854
H -0.520 1.814 2.599
C 1.601 -0.432 -3.213
C 0.065 2.201 -2.723
C 2.937 0.311 -3.110
H 1.692 -1.375 -2.644
C 4.081 -0.635 -3.500
H 2.943 1.170 -3.794
H 3.091 0.699 -2.097
C 3.896 -1.191 -4.917
H 5.036 -0.101 -3.424
H 4.112 -1.461 -2.776
C 2.479 -1.719 -5.190
H 4.132 -0.403 -5.644
H 4.618 -1.998 -5.087
C 1.348 -0.811 -4.673
H 2.347 -1.883 -6.267
H 2.373 -2.701 -4.704
H 1.294 0.101 -5.290
H 0.392 -1.335 -4.793
C -1.375 -0.323 -2.892
C 0.596 2.536 -4.124
H -1.030 2.349 -2.723
C 0.379 4.016 -4.469
H 1.670 2.317 -4.167
H 0.119 1.907 -4.891
C 0.986 4.952 -3.419
H 0.816 4.224 -5.454
H -0.700 4.207 -4.545
C 0.503 4.620 -2.006
H 2.081 4.871 -3.451
H 0.737 5.991 -3.661
C 0.657 3.130 -1.655
H 1.051 5.219 -1.269
H -0.558 4.889 -1.914
H 1.722 2.896 -1.517
H 0.165 2.935 -0.691
C -1.393 -1.850 -2.761
H -2.096 0.073 -2.158
C -2.767 -2.434 -3.133
H -0.622 -2.299 -3.405
H -1.142 -2.131 -1.728
C -3.283 -1.943 -4.491
H -2.707 -3.529 -3.134
H -3.490 -2.150 -2.355
C -3.212 -0.419 -4.637
H -2.699 -2.414 -5.294
H -4.321 -2.270 -4.628
C -1.837 0.164 -4.275
H -3.467 -0.131 -5.664
H -3.962 0.039 -3.978
H -1.108 -0.122 -5.048
H -1.902 1.260 -4.299
C 0.411 -1.815 1.541
C -0.105 -0.810 2.383
H 1.492 -2.011 1.528
C -1.616 -0.883 2.819
H 0.508 -0.712 3.300
C -2.100 -2.328 3.068
H -1.745 -0.251 3.706
H -2.235 -0.414 2.034
C -1.796 -3.213 1.847
H -1.575 -2.730 3.950
H -3.182 -2.346 3.305
C -0.385 -3.064 1.170
H -1.910 -4.272 2.141
H -2.561 -2.990 1.083
H 0.226 -3.947 1.461
H -0.500 -3.104 0.057
F 3.050 -0.008 1.791
C 2.272 0.171 0.643
F 2.710 1.391 0.110
F 2.762 -0.800 -0.253

- HOMO level (alpha / beta) (Ha) = -0.3003 / -0.3053
- frontier orbital gap (alpha / beta) (eV) = 7.3 / 7.1
- 2S+1 = 4
- ⟨S²⟩ = 3.938

Here are the Löwdin charges for atoms 1 to 4, given in e: number 1, Mn, carries 0.381; number 2, Cl, carries 0.245; number 3, P, carries 1.104; number 4, C, carries -0.014

=====

Entry 5:
Here is a cluster of 2 separate species, C4H10NO in total from OMol25. Energies are from wB97M-V/def2-TZVPD.

CARTESIAN COORDINATES (ANGSTROEM)
N 0.147 -0.468 -1.586
C 1.141 0.557 -1.212
C 2.420 0.270 0.934
C 1.285 0.543 0.289
H -0.094 -0.365 -2.565
H -0.746 -0.307 -0.981
H 0.878 1.575 -1.537
H 2.134 0.332 -1.633
H 2.444 0.237 2.014
H 3.293 0.083 0.314
H 0.335 0.685 0.801
C -2.653 -0.619 1.055
O -1.927 -0.061 0.038
H -3.659 -0.163 1.154
H -2.892 -1.701 0.896
H -2.107 -0.598 2.020

- total charge = -1
- HOMO level (Ha) = -0.1015
- frontier orbital gap (eV) = 6.9
- relative energy (zero: lowest compared OMol25 entry of this formula, charge and spin) (kcal/mol) = 25.46

Here are the Löwdin charges for atoms 1 to 4, given in e: number 1, N, carries -0.045; number 2, C, carries -0.334; number 3, C, carries -0.036; number 4, C, carries -0.192

=====

Entry 6:
Here is an isolated molecule of C9H20N4O2SSi from OMol25. Energies are from wB97M-V/def2-TZVPD.

CARTESIAN COORDINATES (ANGSTROEM)
H -2.867 3.207 -1.751
N -1.868 3.234 -1.566
C -1.250 2.462 -2.371
N -1.872 1.578 -3.278
N 0.141 2.500 -2.475
C 0.848 1.233 -2.182
C 1.922 1.449 -1.130
C 1.406 1.999 0.219
C 1.462 0.974 1.371
Si -0.121 0.032 1.595
O -1.007 0.031 0.212
N -1.105 0.826 2.840
C -1.370 2.001 2.727
S -1.711 3.518 2.578
O 0.137 -1.478 2.153
C 0.290 -2.574 1.252
C -0.132 -3.869 1.928
C -0.297 -5.014 0.934
H -2.428 0.886 -2.794
H -1.194 1.113 -3.865
H 0.464 3.242 -1.869
H 0.129 0.488 -1.842
H 1.309 0.843 -3.092
H 2.452 0.509 -0.975
H 2.660 2.143 -1.540
H 0.385 2.368 0.099
H 2.009 2.865 0.494
H 1.643 1.488 2.317
H 2.291 0.277 1.234
H -1.856 0.478 0.280
H -0.311 -2.427 0.353
H 1.340 -2.638 0.946
H 0.608 -4.129 2.684
H -1.077 -3.663 2.434
H 0.666 -5.448 0.667
H -0.812 -4.692 0.031
H -0.885 -5.815 1.381

- HOMO level (Ha) = -0.3359
- frontier orbital gap (eV) = 9.6
- structure (SMILES) = [H]/N=C(\N)NCCCC[Si@](O)(N=C=S)OCCC

Here are the Löwdin charges for atoms 1 to 4, given in e: number 1, H, carries 0.041; number 2, N, carries 0.118; number 3, C, carries -0.586; number 4, N, carries 0.117

=====

Entry 7:
Here is a structure of composition C4H5I from OMol25. Energies are from wB97M-V/def2-TZVPD.

CARTESIAN COORDINATES (ANGSTROEM)
C -1.359 1.167 1.816
C -0.496 0.371 2.369
C 0.166 0.140 -2.056
C 0.190 -0.686 -1.067
I 2.041 -1.438 -0.536
H 0.387 1.024 2.425
H -0.370 -0.642 2.640
H -0.816 0.597 -2.448
H 0.888 0.682 -2.692
H -0.632 -1.216 -0.451

- HOMO level (Ha) = -0.3387
- frontier orbital gap (eV) = 9.0
- relative energy (zero: lowest compared OMol25 entry of this formula, charge and spin) (kcal/mol) = 91.35

Here are the Löwdin charges for atoms 1 to 4, given in e: number 1, C, carries 0.092; number 2, C, carries -0.178; number 3, C, carries -0.204; number 4, C, carries -0.769

=====

Entry 8:
Here is an isolated molecule of C3H2OS4 from OMol25. Energies are from wB97M-V/def2-TZVPD.

CARTESIAN COORDINATES (ANGSTROEM)
O -0.286 -1.361 0.646
C -0.863 -0.380 0.191
S -2.687 -0.260 -0.057
C -0.229 0.895 -0.270
S -1.051 2.227 -0.758
C 1.206 0.591 -0.125
S 1.981 1.015 1.311
S 1.958 -0.453 -1.547
H -3.044 -1.256 1.204
H 3.015 -1.017 -0.596

- HOMO level (Ha) = -0.3383
- frontier orbital gap (eV) = 7.0
- relative energy (zero: lowest compared OMol25 entry of this formula, charge and spin) (kcal/mol) = 49.22
- structure (SMILES) = O=C(S)C(=S)C(=S)S

Here are the Löwdin charges for atoms 1 to 4, given in e: number 1, O, carries -0.003; number 2, C, carries -0.828; number 3, S, carries 0.658; number 4, C, carries -0.910

=====

Entry 9:
Here is a cluster of 2 separate species, CH4N2O2S in total from OMol25. Energies are from wB97M-V/def2-TZVPD.

CARTESIAN COORDINATES (ANGSTROEM)
H 0.043 0.251 1.089
N 0.183 -0.605 0.424
C -0.704 -0.963 -0.355
O -2.070 -0.573 -0.424
N -2.197 0.669 0.403
O -3.289 1.061 0.340
H -0.547 -1.802 -1.161
S 3.138 1.215 -0.229
H 2.224 0.401 -0.763
H 3.219 0.346 0.678

- HOMO level (Ha) = -0.3532
- frontier orbital gap (eV) = 8.9
- relative energy (zero: lowest compared OMol25 entry of this formula, charge and spin) (kcal/mol) = 82.11
- structure (SMILES) = [H]/N=C\ON=O.S

Here are the Löwdin charges for atoms 1 to 4, given in e: number 1, H, carries 0.108; number 2, N, carries 0.075; number 3, C, carries -0.325; number 4, O, carries -0.088

=====

Entry 10:
Here is a structure of composition C32H30BCl3CuNO3Te from OMol25. Energies are from wB97M-V/def2-TZVPD.

CARTESIAN COORDINATES (ANGSTROEM)
Cu -0.373 1.416 0.050
Cl 3.554 2.124 6.442
C 2.773 1.856 4.918
C 1.902 0.783 4.725
C 1.330 0.569 3.471
Cl 0.318 -0.826 3.300
C 1.497 1.508 2.388
O 1.176 1.320 1.117
C 2.259 2.735 2.745
Cl 2.316 4.007 1.596
C 2.979 2.828 3.938
H 1.761 0.103 5.578
H 3.697 3.635 4.113
C -1.754 1.891 -1.205
C -2.149 0.883 -2.153
C -1.181 0.144 -2.863
C -1.586 -0.913 -3.656
C -2.928 -1.297 -3.768
C -3.880 -0.440 -3.223
C -3.504 0.631 -2.383
C -3.405 -2.418 -4.499
N -3.847 -3.299 -5.101
H -2.690 2.202 -0.713
H -1.215 2.716 -1.740
H -0.106 0.321 -2.723
H -0.821 -1.505 -4.126
H -4.922 -0.595 -3.446
H -4.257 1.189 -1.836
Te 2.223 -1.283 -0.763
C 3.233 -2.566 -2.090
C 4.215 -3.472 -1.610
C 4.846 -4.342 -2.512
C 4.603 -4.216 -3.862
C 3.643 -3.294 -4.321
C 2.961 -2.466 -3.445
C 3.594 0.323 -1.116
C 4.013 0.627 -2.461
C 5.090 1.486 -2.645
C 5.746 2.044 -1.553
C 5.309 1.751 -0.286
C 4.226 0.934 -0.055
H 4.430 -3.468 -0.572
H 5.494 -5.107 -2.101
H 5.118 -4.902 -4.548
H 3.394 -3.213 -5.398
H 2.190 -1.762 -3.784
H 3.460 0.287 -3.317
H 5.427 1.807 -3.660
H 6.656 2.668 -1.687
H 5.819 2.156 0.598
H 3.864 0.767 0.978
C -5.233 -0.496 0.950
C -3.911 -0.409 1.739
C -3.676 -1.719 2.474
O -2.847 -0.197 0.720
B -2.175 0.958 1.035
O -2.732 1.697 2.058
C -3.909 0.907 2.651
C -3.496 0.677 4.125
C -5.108 1.811 2.488
H -5.049 -1.372 0.240
H -5.386 0.433 0.374
H -6.109 -0.678 1.546
H -3.466 -2.479 1.727
H -4.490 -2.000 3.136
H -2.755 -1.650 3.100
H -2.451 0.294 4.096
H -4.122 0.008 4.745
H -3.427 1.648 4.642
H -5.213 2.175 1.442
H -4.894 2.681 3.098
H -6.049 1.384 2.879

- total charge = -1
- HOMO level (alpha / beta) (Ha) = -0.0947 / -0.1872
- frontier orbital gap (alpha / beta) (eV) = 4.9 / 7.4
- 2S+1 = 2
- ⟨S²⟩ = 0.758
- relative energy (zero: lowest compared OMol25 entry of this formula, charge and spin) (kcal/mol) = 6.23

Here are the Löwdin charges for atoms 1 to 4, given in e: number 1, Cu, carries 0.439; number 2, Cl, carries 0.622; number 3, C, carries -0.710; number 4, C, carries -0.156

=====

Number 1: maximum force 0.111 hartree/bohr. Number 2: maximum force 0.030 hartree/bohr. Number 3: maximum force 0.088 hartree/bohr. Number 4: maximum force 0.196 hartree/bohr. Number 5: maximum force 0.022 hartree/bohr. Number 6: maximum force 0.017 hartree/bohr. Number 7: maximum force 0.103 hartree/bohr. Number 8: maximum force 0.082 hartree/bohr. Number 9: maximum force 0.058 hartree/bohr. Number 10: maximum force 0.045 hartree/bohr.